No. 1
9
Properties=species:S:1:pos:R:3:forces:R:3 method="wB97M-V/def2-TZVPD" de_lowest_kcal_mol=29.13 homo_energy_ha=-0.330 orbital_gap_ha=0.3293
C 0.868088 1.150916 -0.128463 -1.9058 -0.4145 -2.7363
C -1.187040 -0.277573 -0.547737 -0.7794 3.1468 -0.0773
O -1.713538 -1.474754 -0.265615 -2.1796 0.0581 -0.3097
S -0.600547 0.804717 0.914161 0.2160 -0.2517 -0.3946
S 0.376481 -0.462906 -1.297752 2.7510 2.2263 0.3065
H 0.736696 2.125830 -0.727401 0.1622 -1.7049 0.7827
H 1.869720 1.095379 0.244000 0.2624 -0.3504 0.5663
H -1.851316 0.401896 -1.180543 0.3769 -1.4044 0.9686
H -1.010055 -1.933052 0.146864 1.0964 -1.3052 0.8936



No. 2
10
Properties=species:S:1:pos:R:3:forces:R:3 method="wB97M-V/def2-TZVPD" de_lowest_kcal_mol=42.93 homo_energy_ha=-0.388 smiles=FC(F)[C@H]1CO1 orbital_gap_ha=0.4274
C 0.792623 -0.906701 0.190807 -0.7583 0.7573 -0.4826
C -0.331260 0.081366 0.592083 0.0199 -2.5348 -3.0257
C -0.712789 1.010213 -0.437955 -0.2957 2.6309 -2.2542
H 0.652026 -2.018080 0.279624 -0.6323 1.1468 -0.5269
H -0.610334 0.115231 1.576956 -0.5167 0.3074 2.3305
H -0.009279 1.138137 -1.314391 -1.0121 -0.5722 1.0758
H -1.258994 2.044452 -0.395578 0.5034 -2.3162 0.9595
O -1.423665 -0.243553 -0.340141 0.4819 1.6036 0.4364
F 1.835355 -0.664053 0.993793 1.3165 0.4200 0.0653
F 1.066316 -0.557013 -1.145197 0.8934 -1.4428 1.4218



No. 3
51
Properties=species:S:1:pos:R:3:forces:R:3 method="wB97M-V/def2-TZVPD" total_charge=-2 de_lowest_kcal_mol=10.42 homo_energy_ha="-0.020 / -0.028" spin_multiplicity=2 orbital_gap_ha="0.1937 / 0.2008"
Cr 0.528432 1.057777 -0.158463 0.4146 0.2761 0.0874
N 0.041541 5.483677 -0.622006 0.0085 0.0161 0.0772
C 0.127902 4.120189 -0.352514 0.0143 -0.0957 -0.2077
S 0.843994 3.094146 -1.495800 -0.0985 0.0075 0.0374
N -0.391029 3.748680 0.796633 -0.0002 0.0877 0.0590
N -0.321725 2.407155 0.975912 -0.0068 -0.2967 -0.0120
C -0.965065 1.972845 2.051228 -0.0631 0.1847 0.0434
C -0.991028 0.580484 2.266305 -0.0667 -0.2089 0.0328
C -1.637072 -0.058901 3.346489 -0.0082 0.0889 0.0018
C -1.609664 -1.428503 3.435417 -0.0257 -0.0326 0.0387
C -0.946977 -2.175001 2.456616 0.0172 0.0016 -0.0108
C -0.323524 -1.487419 1.431867 0.0261 0.0283 -0.0629
N -0.331088 -0.160873 1.341748 0.0348 -0.0485 -0.0957
H 0.739600 5.800405 -1.274145 0.0112 0.0018 -0.0070
H -0.026840 6.037592 0.218929 -0.0064 0.0164 -0.0108
H -1.475628 2.675886 2.697905 0.0033 0.0070 -0.0099
H -2.152838 0.542606 4.085174 0.0052 0.0029 -0.0018
H -2.108954 -1.927725 4.258995 0.0012 0.0029 0.0011
H -0.916368 -3.255224 2.485742 -0.0019 -0.0013 -0.0014
H 0.215987 -1.992550 0.639160 -0.0013 -0.0009 0.0057
O -3.565135 -0.563285 -1.468249 -0.0305 0.0205 -0.0311
As -2.091586 0.005095 -2.341831 0.0114 -0.0478 0.1040
O -2.584379 0.789582 -3.679220 -0.0270 0.0156 -0.0666
O -1.307030 0.709103 -1.061315 0.0379 0.0726 -0.0590
C -1.386141 -1.765130 -2.799907 -0.0478 -0.0556 -0.0126
C -2.344801 -2.741093 -3.064307 0.0005 -0.0272 -0.0078
C -1.974490 -4.027048 -3.433017 0.0524 0.0076 0.0027
C -0.629566 -4.354802 -3.540405 -0.0411 0.0129 0.0021
C 0.333910 -3.391566 -3.281093 0.0026 -0.0217 -0.0089
C -0.041342 -2.106151 -2.914553 -0.0179 0.0627 -0.0198
S 1.247616 -0.906068 -2.568528 -0.0410 -0.2910 0.2104
O 2.476368 -1.538322 -2.993980 -0.0426 0.0224 0.0294
O 0.847558 0.296617 -3.254712 -0.0177 0.0760 -0.1165
O 1.142208 -0.778546 -1.088331 0.0289 0.2081 -0.1122
H -3.398073 -0.272105 -0.562772 0.0239 -0.0287 0.0077
H -3.393168 -2.491007 -2.966439 0.0067 0.0260 0.0049
H -2.738666 -4.770059 -3.632597 0.0071 -0.0082 -0.0026
H -0.329260 -5.356895 -3.826342 -0.0079 0.0002 -0.0006
H 1.390743 -3.608647 -3.361719 -0.0027 -0.0005 0.0015
O 3.385704 1.156457 -1.055651 -0.0150 0.0509 -0.0105
C 2.520962 1.233852 -0.226661 -0.1742 -0.1041 0.0823
C 2.366670 -0.402199 2.987143 -0.0121 0.0242 0.0410
O 2.877091 -0.054824 1.724543 -0.0620 -0.1038 -0.0144
C 2.283526 1.105933 1.154752 -0.0016 0.0892 -0.0696
C 2.440089 2.339433 2.005856 -0.0048 -0.0278 0.0565
H 2.381674 -1.491496 3.076506 0.0296 -0.0006 0.0054
H 1.337643 -0.060547 3.127223 0.0990 -0.0341 0.0124
H 2.982797 0.022152 3.793192 -0.0142 0.0154 0.0175
H 1.840724 2.304007 2.922767 -0.0010 0.0184 -0.0106
H 2.132143 3.226014 1.452946 0.0109 -0.0069 -0.0191
H 3.496569 2.456322 2.291486 -0.0076 -0.0022 0.0193



No. 4
66
Properties=species:S:1:pos:R:3:forces:R:3 method="wB97M-V/def2-TZVPD" total_charge=-1 de_lowest_kcal_mol=0.00 homo_energy_ha=-0.149 orbital_gap_ha=0.2420
N 0.118586 -0.512997 -0.110555 -0.3740 0.3246 1.1046
H 0.808580 0.062635 0.384214 -0.0947 0.1536 -0.6875
H -0.804344 -0.140527 0.120739 0.0914 -0.0759 -0.2055
H 0.233499 -1.454793 0.343611 0.3087 -1.3417 -0.1812
H 0.216238 -0.525130 -1.124940 0.4033 -0.1710 -0.0199
C -1.067567 -3.303545 2.161633 -0.8608 -0.7011 0.3312
C 0.278487 -3.888293 1.655104 -1.3319 1.3225 -0.4521
C -0.092715 -5.151706 0.856768 1.6275 -0.8100 -0.1075
O 0.899810 -2.926259 0.908508 0.1873 0.2697 0.0412
H -1.650830 -3.015536 1.280709 0.2237 0.3453 -0.0550
H -0.994328 -2.478728 2.875728 0.3597 0.2172 -0.2674
H -1.729881 -4.035447 2.657577 0.2731 -0.1941 0.0743
H 0.841198 -4.157950 2.566191 0.2765 -0.4010 0.0027
H -0.255640 -6.012387 1.516734 -0.6379 0.1061 0.0246
H 0.786448 -5.479058 0.284676 0.1231 0.2886 0.0469
H -0.852547 -5.039371 0.083046 -0.3742 0.2797 0.3809
B 0.044099 -0.814886 -3.651723 0.9884 -0.3592 0.3710
F -0.468756 0.434546 -4.032933 -0.2635 0.0453 -0.0397
F -0.841001 -1.480040 -2.773213 -0.2678 0.2094 -0.2164
F 0.373640 -1.604189 -4.746911 -0.3278 0.1500 -0.0398
F 1.245967 -0.587512 -2.885953 -0.3228 0.1984 -0.0819
C 5.095858 -2.199410 2.194547 -0.3654 -0.5440 -0.7077
C 3.989679 -1.201288 1.926006 -0.3876 -0.0585 1.7001
O 3.980874 -0.915220 0.540527 0.1727 -0.0309 -0.1761
C 3.259393 0.123504 0.151555 0.6672 -0.4431 0.2553
O 2.505848 0.744611 0.868332 -0.1067 0.4080 -0.1130
O 3.579568 0.373014 -1.102211 -0.4935 0.1365 -0.1390
C 2.995944 1.539326 -1.694460 0.5458 0.5530 0.2548
H 5.084047 -2.604056 3.205256 -0.0547 0.3716 0.1588
H 6.093247 -1.851274 1.929829 -0.0245 0.1409 0.0634
H 4.844625 -3.050298 1.554053 0.3057 -0.0551 -0.0274
H 4.057345 -0.282532 2.518947 0.4375 0.1391 -0.3142
H 3.045299 -1.627605 2.278955 -0.1612 -0.1861 -0.6618
H 1.969820 1.407291 -2.021378 0.0714 -0.3819 -0.0714
H 3.677652 1.761839 -2.510724 -0.3099 0.0145 -0.2464
H 3.048867 2.364783 -0.980643 -0.0666 -0.0180 0.0330
C -3.851315 1.769055 -2.678995 0.4394 0.2314 0.2849
C -3.461470 0.318964 -2.446815 -0.6696 -0.2271 -0.8921
O -4.276528 -0.292497 -1.420189 0.3166 0.0934 -0.0670
C -3.707912 -0.396844 -0.226552 -1.2411 -0.1190 -0.2674
O -2.657029 0.056190 0.117645 0.5028 0.1867 0.4262
O -4.582897 -1.056459 0.539091 -0.0288 -0.2305 -0.2714
C -4.236290 -1.313492 1.871702 -0.1109 -0.1607 1.7893
H -4.925900 1.939645 -2.754077 -0.1035 -0.4248 0.2077
H -3.464855 2.079654 -3.651690 0.3257 0.0672 0.1509
H -3.467486 2.416584 -1.888413 0.0409 0.1052 -0.0987
H -2.417697 0.077827 -2.258013 -0.0093 0.5285 -0.0080
H -3.733002 -0.198400 -3.368128 0.0369 -0.3512 0.1997
H -4.970604 -1.998112 2.301985 -0.1203 -0.0998 -0.5247
H -4.326079 -0.429140 2.511789 0.2666 0.2402 -0.3665
H -3.266412 -1.778274 2.047023 0.1292 0.2184 -0.5230
C 0.471480 4.680632 2.841708 1.5169 0.7317 -0.8583
C 0.710357 3.521010 1.873844 -1.7097 -0.9459 0.5679
O 0.571393 4.068952 0.573221 0.7069 1.2162 -0.3662
C 0.176756 3.346366 -0.461979 -0.1624 -0.4051 0.5392
O -0.107868 2.181331 -0.426280 -0.0887 -0.0927 -0.1168
O 0.114007 4.144509 -1.523702 -0.3533 0.0624 -0.1222
C -0.369747 3.504354 -2.700854 -0.2416 -0.2060 -1.3937
H 0.427341 4.413114 3.892556 -0.1842 -0.1940 -0.0488
H -0.324538 5.354905 2.527262 -0.5969 -0.6494 0.1191
H 1.324053 5.357902 2.698152 0.1950 -0.1313 0.4053
H -0.069806 2.759656 1.990063 -0.0307 0.0663 0.0202
H 1.633192 2.952930 1.989346 0.3019 0.4867 -0.0541
H -0.804182 4.231870 -3.389414 0.3058 0.5129 0.4140
H -1.174003 2.783726 -2.566996 0.3424 -0.1835 0.6309
H 0.450034 3.032545 -3.240894 -0.0135 -0.2280 0.1917



No. 5
16
Properties=species:S:1:pos:R:3:forces:R:3 method="wB97M-V/def2-TZVPD" de_lowest_kcal_mol=40.59 homo_energy_ha=-0.338 smiles="N[C@@H](C=O)CS.O" orbital_gap_ha=0.3469
O -1.583658 -2.469558 -0.545318 -0.4139 0.1132 0.2990
C -1.324010 -1.452524 -1.132440 0.9660 -0.9459 -0.1326
C -1.013156 -0.138929 -0.480829 -0.2474 0.9849 1.2083
C -0.118290 -0.337762 0.771634 0.6189 -0.5632 -1.6321
S 0.208381 1.132624 1.738915 -0.1399 0.2629 0.1036
N -0.523664 0.767299 -1.481096 0.1609 0.0579 -0.5282
H -1.108292 -1.517877 -2.217921 -0.3359 0.3841 -0.0814
H -1.921680 0.255509 -0.006952 -0.3207 0.0560 -0.6526
H 0.819973 -0.771385 0.423527 0.1625 0.1395 0.2466
H -0.606104 -1.082891 1.339120 -0.4484 -0.6985 1.0069
H 1.508970 1.214892 1.455544 0.0489 -0.0166 0.0324
H 0.370476 0.441298 -1.834993 0.0217 -0.0178 -0.0067
H -0.348432 1.685881 -1.108827 -0.1134 0.2183 0.2356
H 2.595588 1.593561 -0.360873 0.1833 -0.0711 -0.1429
H 3.669786 0.552786 -0.764562 -0.0215 0.1380 0.0343
O 2.721043 0.693592 -0.683789 -0.1211 -0.0417 0.0097



No. 6
74
Properties=species:S:1:pos:R:3:forces:R:3 method="wB97M-V/def2-TZVPD" total_charge=+2 de_lowest_kcal_mol=55.66 homo_energy_ha="-0.465 / -0.465" spin_multiplicity=6 orbital_gap_ha="0.2749 / 0.1123"
Fe 12.245000 -7.026630 11.073990 1.1741 -1.0139 1.4100
O 18.220800 -8.467300 17.289920 -2.4996 -0.1151 -1.9349
C 17.239090 -8.742990 16.626120 1.1266 -0.0580 1.3413
O 16.291960 -7.875160 16.091230 0.8612 -0.5996 -0.2897
B 15.201210 -8.623560 15.457950 2.6506 -1.9187 3.7599
O 15.581110 -10.048120 15.689740 -0.8239 -0.2390 -0.9542
C 16.722270 -10.221420 16.346350 1.2859 -1.1190 1.2874
O 17.223230 -11.276790 16.735520 -1.5163 3.1368 -1.3930
O 14.947710 -8.379730 14.044960 -0.1634 1.1930 -1.4098
C 13.800230 -7.841450 13.908690 -0.8607 -1.4643 0.2083
O 13.328130 -7.439460 12.833210 -0.5331 0.5111 -0.5803
C 13.047490 -8.016050 15.288280 -2.8860 2.4906 1.9842
O 13.939240 -8.328780 16.176650 0.0274 -0.3537 -1.4990
O 11.884100 -7.697950 15.567590 2.3437 -0.9508 -1.8936
C 8.576170 -5.948510 15.479260 0.2044 -0.8120 -0.6027
C 7.699960 -6.704500 14.392420 0.1485 0.3622 2.2986
C 8.008840 -6.348220 12.947800 -0.2776 0.6555 0.2390
C 9.379440 -6.568040 12.529980 3.2363 -1.2321 -1.0838
N 10.466810 -6.817230 12.152480 -3.1092 0.8545 0.7940
H 8.674230 -4.867650 15.378070 -0.0622 0.0007 -0.6672
H 9.558360 -6.421050 15.469020 0.2898 0.3082 -0.0507
H 8.263780 -6.038000 16.519690 -0.6041 -0.5342 -0.2366
H 6.652770 -6.502110 14.617170 -0.0859 0.2522 -0.5119
H 7.772590 -7.780020 14.553930 0.3280 -0.0158 -0.0577
H 7.820150 -5.281890 12.823570 0.0200 0.1800 -0.1873
H 7.341110 -6.870550 12.262670 0.1343 -0.1259 -0.1442
C 11.899750 -6.940840 5.568450 0.1144 0.7268 -0.3646
C 10.444800 -7.262230 5.861870 0.8749 -0.2754 0.1164
C 9.837720 -6.453800 7.032680 0.6910 -0.5998 0.2927
C 10.666260 -6.618420 8.267440 0.1658 -0.7668 1.4383
N 11.263920 -6.833450 9.246970 -1.1635 0.6867 -2.1967
H 12.303940 -7.553200 4.762380 -0.2518 0.1334 -0.1534
H 12.576410 -7.122440 6.403470 -0.1920 0.0004 0.3332
H 11.975400 -5.887130 5.300020 0.3308 0.0171 -0.1704
H 10.475790 -8.329470 6.081300 -0.7772 -0.0594 0.2709
H 9.801670 -7.106210 4.995760 0.1014 0.0051 0.0181
H 8.836660 -6.863760 7.166520 -0.0199 0.1363 0.6719
H 9.738340 -5.381360 6.865050 0.1520 0.0074 -0.2716
C 17.269610 -5.773760 8.982080 1.4584 0.9710 1.8488
C 17.001510 -6.934670 8.137990 -1.4772 -0.2327 -0.6485
C 16.475070 -8.127190 8.936070 -0.6505 0.0033 0.4549
C 15.213070 -7.777490 9.687830 -2.9693 1.0751 1.0106
N 14.187220 -7.436140 10.179610 3.5203 -1.1266 -1.9554
H 18.036270 -6.034110 9.711850 0.5162 0.3618 -0.0660
H 16.450090 -5.490360 9.642520 -0.4718 0.1304 -0.3806
H 17.580410 -4.921850 8.377300 0.0493 0.0354 0.2731
H 17.866390 -7.262140 7.561070 -0.1649 0.0776 -0.0626
H 16.209700 -6.525320 7.510630 -0.0290 -0.8743 -0.8626
H 17.231650 -8.459190 9.647030 -0.1126 -0.0159 0.2493
H 16.267120 -8.970040 8.276930 -0.2702 -0.0732 0.1182
C 9.982340 -11.224780 8.350280 0.0564 0.6267 -0.2543
C 9.776420 -11.872220 9.734300 0.7265 1.4926 -0.5671
C 10.976160 -11.519480 10.734430 -0.6231 -1.5043 -0.3640
C 11.506460 -10.177920 10.786240 0.4573 1.2112 -0.5419
N 11.923840 -9.100070 10.861740 -0.7550 -1.0233 0.0206
H 9.998960 -10.135870 8.396010 -0.0284 0.2502 0.2763
H 9.179220 -11.442970 7.646370 -0.1663 -0.3035 0.2765
H 10.896840 -11.483420 7.816530 0.1820 -0.3965 0.3322
H 9.725440 -12.938510 9.514010 0.0372 -0.0323 0.8955
H 8.844890 -11.477750 10.140190 -0.0106 -0.4014 0.0984
H 11.738790 -12.261240 10.497160 0.6154 0.4709 -0.1362
H 10.794300 -11.737460 11.786820 -0.6086 -0.1619 0.1103
C 14.443550 -2.063860 12.993520 -0.4366 -0.0980 -0.9713
C 14.200360 -1.957430 11.464070 0.5054 -0.1047 0.4760
C 12.787690 -2.387600 11.023760 -0.2015 -0.7327 0.2040
C 12.590920 -3.833180 11.078490 0.0980 -3.2036 0.0642
N 12.439890 -4.997370 11.105410 0.5991 3.1284 -0.0574
H 13.853060 -1.306830 13.509600 0.1735 -0.0011 0.1064
H 15.505390 -1.949330 13.211400 -0.1660 0.1005 0.0648
H 14.120830 -3.043850 13.345040 0.0849 -0.0812 0.1623
H 14.918570 -2.571840 10.921140 0.0413 -0.1395 0.0243
H 14.411640 -0.944870 11.120280 -0.3828 0.0500 0.0079
H 12.549060 -2.145600 9.988100 -0.0202 0.3941 -0.0169
H 11.983910 -2.062640 11.684390 -0.0113 0.7228 -0.0006